1.
C5H6N | ωB97M-V with the def2-TZVPD basis set

```
12
Properties=species:S:1:pos:R:3:lowdin_charge:R:1
N 0.7337 -0.9349 0.0759 0.219
C -1.6907 -0.5080 -0.0181 0.010
C 1.6207 0.5391 -0.0604 0.077
C 2.2583 -0.5180 0.0334 0.193
C -0.2987 -0.1825 0.0924 -0.300
C 0.3323 1.1870 0.0634 -0.008
H -2.4965 -0.5621 0.8045 0.151
H 3.0799 -1.1883 0.1132 0.141
H -2.0647 0.0581 -0.8730 0.112
H 0.2276 1.9294 0.8371 0.155
H 0.1080 1.7343 -0.8528 0.160
H -1.8100 -1.5540 -0.2157 0.091
```

Results
F_max = 3.4 eV Å⁻¹
Molecular weight = 80.11 g/mol
Charge = +1
SMILES = CC1=[N+]2C=C2C1
LUMO energy = -4.9 eV
Energy above the lowest of the compared OMol25 structures with the same formula, charge and spin = 127.4 kcal/mol
Orbital gap = 10.898 eV

---

2.
C31H32Cl5LaN2O4Si2 | ωB97M-V with the def2-TZVPD basis set

```
77
Properties=species:S:1:pos:R:3:lowdin_charge:R:1
La -0.5675 -0.6602 0.7395 1.980
Cl -5.4287 -5.7251 0.6123 0.689
Cl -5.6373 -3.2905 2.5745 0.682
Cl -2.9963 -5.9448 -1.3406 0.686
Cl -0.7485 -3.7472 -1.2715 0.723
Cl -3.3732 -1.0824 2.5410 0.673
Si 2.5570 -2.1582 -0.3817 0.408
Si 0.9544 -0.3126 -2.5870 0.421
O -3.4710 3.3398 -4.2539 0.086
O -1.9563 0.6163 -0.5360 -0.219
O -1.5558 1.5780 1.4141 -0.121
O -4.2902 5.3020 -3.9135 0.079
N -3.7319 4.2888 -3.5462 -0.351
N 1.3830 1.0290 0.8474 -0.025
C -2.5768 2.8997 -0.2894 -0.112
C -4.2827 -3.4572 1.5239 -0.707
C 3.5693 2.4035 -0.1021 -0.045
C 0.7180 1.5533 -2.7272 -0.156
C -2.1036 -3.6699 -0.1516 -0.669
C 1.2371 -1.2461 3.7719 -0.107
C -0.1369 -1.0783 3.9376 -0.164
C -3.2539 -2.5247 1.5172 -0.687
C -2.1315 -2.6065 0.7270 -0.374
C 1.5986 1.0022 4.5307 -0.093
C 0.2285 1.1793 4.6720 -0.078
C -0.6937 -1.0450 -3.1316 -0.205
C -2.0064 1.6326 0.2480 -0.618
C 2.1546 -0.7968 -3.9434 -0.182
C 1.7566 2.1878 1.4091 -0.134
C -4.1878 -4.5364 0.6449 -0.698
C 3.1646 -3.1972 -1.8092 -0.179
C -2.8985 2.9834 -1.6372 0.073
C 2.1048 -0.2030 4.0661 -0.082
C -3.0955 -4.6423 -0.2199 -0.703
C -3.5974 5.2809 -1.2964 0.010
C 1.7548 -3.3870 0.8361 -0.213
C 3.1685 1.2323 -0.6970 -0.062
C 4.0683 -1.5662 0.5698 -0.169
C -2.7559 3.9934 0.5496 0.007
C 1.4820 -0.7117 -0.8327 -0.505
C -3.3985 4.1790 -2.1071 -0.123
C 2.8404 2.9109 0.9753 -0.056
C -3.2697 5.1797 0.0477 -0.043
C -0.6432 0.1420 4.3717 -0.108
C 2.0416 0.5376 -0.2186 -0.464
H 0.1669 1.9705 -1.8789 0.024
H -2.7555 2.1398 -2.2958 0.132
H 1.6624 2.0947 -2.7966 0.031
H 2.3428 -3.6471 -2.3719 0.028
H 4.4358 2.9354 -0.4753 0.112
H -3.9981 6.1896 -1.7202 0.121
H 0.1416 1.7713 -3.6297 0.038
H -0.1630 2.1256 5.0219 0.111
H -1.0954 -0.3910 -3.9104 0.037
H -2.4882 3.8973 1.5931 0.122
H -0.8031 -1.9197 3.7686 0.094
H 2.1856 -1.8754 -4.0983 0.019
H 1.1391 2.5324 2.2289 0.102
H -1.4585 -1.1141 -2.3568 -0.006
H 2.5012 -3.6896 1.5755 0.032
H 3.1719 -0.3346 3.9421 0.108
H -0.5772 -2.0400 -3.5642 0.011
H 3.7716 -2.6178 -2.5039 0.025
H -1.7092 0.2747 4.4936 0.089
H 3.1072 3.8422 1.4543 0.102
H 3.7026 0.8285 -1.5478 0.118
H 4.7479 -0.9683 -0.0396 0.031
H 2.2749 1.8127 4.7711 0.110
H -3.4148 6.0298 0.6998 0.110
H 1.6300 -2.2007 3.4445 0.095
H 3.7777 -4.0136 -1.4168 0.038
H 1.4058 -4.2840 0.3267 0.004
H 4.6218 -2.4360 0.9336 0.036
H 1.8262 -0.3373 -4.8803 0.037
H 0.8933 -3.0234 1.4070 -0.028
H 3.7898 -0.9596 1.4365 0.023
H 3.1731 -0.4546 -3.7445 0.027
```

Results
F_max = 1.4 eV Å⁻¹
Molecular weight = 868.95 g/mol
LUMO energy = -0.5 eV
Energy above the lowest of the compared OMol25 structures with the same formula, charge and spin = 14.4 kcal/mol
Orbital gap = 7.486 eV